Molecular formula: C26H76N2O20
Method: DFT, ωB97M-V/def2-TZVPD

Last column: Löwdin charge in e.
Atoms and positions in Å:
C -4.13818 5.27235 -2.78957  -0.1017
O -3.57193 4.02215 -3.21916  -0.2004
C -2.43484 3.60924 -2.40312  -0.1611
C -1.89500 2.20943 -2.87628  -0.3513
C -2.89853 1.12740 -2.47454  -0.0467
N -0.60724 1.78732 -2.31500  0.0584
H -4.86214 5.56293 -3.55085  0.0843
H -3.37771 6.05213 -2.74815  0.0794
H -4.68075 5.21913 -1.84570  0.0856
H -1.77951 4.47337 -2.51235  0.0928
H -2.60118 3.72908 -1.33258  0.1233
H -1.78880 2.28811 -3.95824  0.1440
H -3.83104 1.45686 -2.93279  0.0853
H -2.99733 1.06714 -1.39070  0.0640
H -2.62884 0.10985 -2.75735  0.0570
H -0.50222 2.07900 -1.35375  0.0579
H 0.07907 2.43067 -2.68269  0.0669
C 6.69089 -3.27233 -2.39076  -0.0853
O 5.94290 -3.48975 -1.19547  -0.1998
C 6.31249 -2.76055 -0.06339  -0.1917
C 5.20017 -2.94140 1.04895  -0.3948
C 3.80166 -2.41240 0.62600  -0.0457
N 5.59534 -2.25958 2.29498  0.0067
H 7.76311 -3.25961 -2.19512  0.0822
H 6.48177 -2.28748 -2.80839  0.0790
H 6.45032 -4.07622 -3.08645  0.0913
H 7.32446 -2.90874 0.31350  0.1210
H 6.25650 -1.73287 -0.42233  0.1076
H 5.04246 -3.95915 1.40591  0.1280
H 3.96146 -1.36358 0.37591  0.0477
H 3.06196 -2.43437 1.42629  0.0735
H 3.51371 -3.07779 -0.18791  0.0852
H 5.02288 -2.57504 3.06496  0.0648
H 6.40267 -2.73010 2.67829  0.0590
O -4.46280 -3.42008 2.69988  -0.0405
C -3.12183 -3.41342 2.81296  -0.2982
C -2.35670 -4.54430 2.07723  -0.2065
O -0.99726 -4.20453 1.82351  -0.0853
H -4.76873 -2.78986 2.04350  0.0478
H -2.77404 -2.40078 2.60870  0.1064
H -2.95169 -3.52486 3.88381  0.1071
H -2.88224 -4.70610 1.13610  0.1080
H -2.33202 -5.47156 2.64967  0.1138
H -0.71272 -4.72823 1.07094  0.0765
O -0.72918 -0.27940 5.73203  -0.0604
C -1.10038 -1.59573 5.35571  -0.2239
C -0.07082 -2.50341 4.69673  -0.2744
O 1.03094 -2.52816 5.49278  -0.0481
H -0.10811 -0.47661 6.43699  0.0963
H -1.39968 -2.11310 6.26723  0.1235
H -1.97344 -1.42955 4.72463  0.1058
H 0.17860 -2.25270 3.66569  0.1215
H -0.42868 -3.53076 4.76442  0.1212
H 0.81424 -3.04357 6.27317  0.0975
O -0.79364 -3.37121 -1.61898  -0.0795
C -1.86654 -3.56527 -2.54810  -0.2308
C -3.20604 -2.92195 -2.11371  -0.2155
O -4.37052 -3.21781 -2.92615  -0.0631
H -0.67391 -2.43472 -1.44504  0.0183
H -1.60512 -3.18516 -3.53566  0.0974
H -2.01584 -4.64420 -2.50657  0.1159
H -3.01800 -1.86692 -1.91460  0.0960
H -3.39289 -3.36103 -1.13370  0.1035
H -4.46383 -4.16817 -3.02466  0.0763
O 0.18127 4.47670 0.02000  -0.0789
C 0.58904 5.55911 -0.85930  -0.1866
C 1.90067 5.04717 -1.46806  -0.2578
O 1.71104 3.78458 -2.02654  -0.0706
H 0.63349 3.73320 -0.38533  0.0209
H -0.06801 5.68219 -1.72024  0.0992
H 0.79257 6.47952 -0.31201  0.1226
H 2.64925 4.91275 -0.68725  0.1243
H 2.24365 5.79997 -2.17782  0.1245
H 2.62394 3.53365 -2.18547  0.0704
O 5.18568 3.04957 -2.05862  -0.0701
C 5.14239 1.57638 -1.92228  -0.1746
C 3.80616 0.99168 -1.41258  -0.1867
O 3.54069 1.37963 -0.03362  -0.0797
H 4.92770 3.47345 -1.23681  0.0671
H 5.48370 1.07943 -2.83039  0.1231
H 5.85618 1.25533 -1.16364  0.1071
H 3.84482 -0.08656 -1.56754  0.1124
H 2.97576 1.34514 -2.02382  0.1059
H 4.24637 1.05623 0.53121  0.1017
O -1.05017 3.89130 5.34116  -0.0635
C -1.34963 3.73485 3.93626  -0.2104
C -1.09684 2.32755 3.31539  -0.2122
O -1.95591 1.36572 3.88082  -0.0834
H -0.81397 4.81902 5.41288  0.0719
H -2.42849 3.84177 3.82347  0.1069
H -0.97963 4.55866 3.32588  0.1149
H -0.04708 2.04657 3.40010  0.1219
H -1.42374 2.44338 2.28204  0.1147
H -1.53216 0.92292 4.61970  0.0483
O 0.97040 1.37358 0.43051  -0.0851
C 0.58294 0.09040 0.82913  -0.2249
C -0.76238 -0.24479 0.18311  -0.1565
O -0.50052 -0.68290 -1.18759  -0.1197
H 1.92959 1.40591 0.40780  0.0216
H 1.39638 -0.54547 0.47971  0.1127
H 0.53352 0.09026 1.91801  0.1069
H -1.40157 0.63500 0.25724  0.1064
H -1.23940 -1.09541 0.66993  0.1146
H -0.46954 0.12112 -1.71124  -0.0018
O 2.65286 -1.06052 -4.40975  -0.0855
C 1.41092 -0.28043 -4.31545  -0.1964
C 0.28614 -1.26628 -4.45538  -0.3033
O 0.00125 -1.56906 -5.77586  -0.0284
H 2.61632 -1.70300 -5.12213  0.0716
H 1.30740 0.12308 -3.30819  0.0852
H 1.31066 0.53184 -5.03536  0.1243
H -0.53264 -0.71938 -3.98785  0.1003
H 0.48322 -2.11827 -3.80470  0.1232
H -0.26882 -2.48423 -5.88130  0.0909
O -5.52671 -1.32679 1.03351  -0.0702
C -5.17516 0.04065 1.16597  -0.2213
C -4.78043 0.36245 2.61311  -0.2036
O -4.48752 1.78556 2.75847  -0.0735
H -6.39980 -1.31684 0.63451  0.0994
H -4.32536 0.20570 0.50362  0.0990
H -5.93353 0.73015 0.79508  0.1265
H -3.88353 -0.18792 2.89727  0.0970
H -5.54643 0.01319 3.30547  0.1202
H -3.59261 1.74949 3.10407  0.0139

Properties
Electronic energy ... -2650.26042 Ha
Structure (SMILES) ... COC[C@H](C)N.COC[C@H](C)N.OCCO.OCCO.OCCO.OCCO.OCCO.OCCO.OCCO.OCCO.OCCO
Relative energy (zero: lowest compared OMol25 entry of this formula, charge and spin) ... 70.9 kcal per mole

Molecular formula: C26H76N2O20
Method: DFT, ωB97M-V/def2-TZVPD

Last column: Löwdin charge in e.
Atoms and positions in Å:
C -1.60178 2.06429 -1.25507  -0.1195
O -2.57130 3.06455 -1.31897  -0.1611
C -3.86063 2.50844 -1.33767  -0.2409
C -4.85742 3.59034 -1.51737  -0.4619
C -5.31861 4.14088 -0.22798  -0.0652
N -5.95560 3.04167 -2.35060  0.0283
H -1.48645 1.63367 -0.24872  0.0750
H -0.64650 2.49605 -1.55482  0.0978
H -1.85002 1.27674 -1.98998  0.0766
H -3.93082 1.79922 -2.19113  0.1216
H -4.06029 1.91921 -0.41890  0.1289
H -4.40110 4.36393 -2.13376  0.1455
H -5.54651 3.31621 0.46238  0.0837
H -6.25228 4.69302 -0.33407  0.0776
H -4.54721 4.77475 0.21424  0.0861
H -6.73799 3.69331 -2.28772  0.0663
H -6.30623 2.18892 -1.88364  0.0794
C -0.61789 -1.47124 -1.36062  -0.0968
O 0.51258 -0.93771 -0.72987  -0.1901
C 0.25808 -0.83005 0.61874  -0.2517
C 1.54218 -0.31272 1.15687  -0.3934
C 1.57647 -0.28874 2.62434  -0.0608
N 1.84581 1.06736 0.49999  0.0859
H -0.97356 -2.35917 -0.81399  0.0963
H -0.49674 -1.82294 -2.38927  0.0792
H -1.44678 -0.75076 -1.41176  0.0753
H -0.53716 -0.09891 0.83854  0.1316
H 0.05779 -1.78981 1.09992  0.1250
H 2.33609 -1.01486 0.83497  0.1457
H 2.40637 0.33622 2.94500  0.0673
H 1.74653 -1.29999 3.02413  0.0906
H 0.65077 0.08181 3.06942  0.0845
H 2.80648 1.05354 0.14537  0.0671
H 1.31590 1.06213 -0.39518  0.0779
O 0.94127 3.28934 2.31882  -0.1326
C 2.34960 3.63512 2.67023  -0.1781
C 2.55342 3.46763 4.18299  -0.2721
O 1.48931 3.98323 4.94293  -0.0687
H 0.95455 2.53009 1.67653  0.0462
H 3.03849 3.05500 2.03938  0.0724
H 2.49757 4.70306 2.39097  0.1227
H 3.48290 3.98369 4.48311  0.1190
H 2.80224 2.41020 4.44145  0.0964
H 0.65068 3.62488 4.57177  0.0696
O 5.29528 2.59011 -1.29454  -0.0629
C 5.28367 3.01349 0.08116  -0.2515
C 5.82503 1.92003 0.89088  -0.2177
O 7.31521 1.86545 0.72068  -0.0800
H 5.79337 3.20903 -1.82016  0.0765
H 5.94761 3.87703 0.17673  0.1301
H 4.27126 3.31629 0.37562  0.1005
H 5.37130 0.95496 0.61874  0.1126
H 5.62571 2.08292 1.96416  0.1187
H 7.73570 1.99553 1.57328  0.0692
O -6.38535 -2.12297 -4.55516  -0.0840
C -5.13293 -2.20845 -5.28212  -0.2140
C -4.11717 -1.16938 -4.72571  -0.1768
O -3.01123 -1.06144 -5.72822  -0.1043
H -6.77023 -1.24780 -4.71571  0.0836
H -4.76158 -3.20930 -5.10946  0.1113
H -5.31845 -1.96873 -6.33964  0.1269
H -3.73546 -1.50300 -3.72930  0.1191
H -4.57213 -0.17096 -4.56477  0.1147
H -2.47504 -0.28708 -5.54683  0.0808
O 5.12039 0.99620 4.91588  -0.0538
C 4.93172 -0.36584 4.86975  -0.2913
C 5.81731 -0.93797 3.82236  -0.2401
O 7.21525 -0.83727 4.18662  -0.0620
H 5.02635 1.35813 5.79633  0.0951
H 5.14980 -0.81230 5.84188  0.1316
H 3.88900 -0.54046 4.59145  0.1033
H 5.61165 -0.48725 2.83716  0.1096
H 5.50821 -2.00796 3.77337  0.1252
H 7.73545 -1.28711 3.50844  0.0839
O -3.20072 -0.72871 3.14308  -0.0765
C -4.16363 -1.25438 2.27806  -0.2728
C -5.54272 -1.11463 2.87564  -0.1822
O -5.88898 0.32573 3.00590  -0.0896
H -3.04733 -1.34351 3.87226  0.1045
H -4.08511 -0.62806 1.38029  0.1190
H -3.89522 -2.26719 1.95263  0.1224
H -5.56008 -1.54778 3.88658  0.1197
H -6.27971 -1.53444 2.20208  0.1164
H -5.06988 0.82860 3.15970  0.0489
O -2.14739 -3.93297 -5.65507  -0.0439
C -0.90561 -3.74334 -5.17077  -0.3294
C -0.07195 -3.01151 -6.11605  -0.2503
O 0.06206 -3.61078 -7.41519  -0.0505
H -2.50135 -3.04298 -5.84708  0.0633
H -0.98732 -3.12144 -4.26285  0.1135
H -0.46797 -4.69919 -4.90595  0.1322
H 0.90190 -2.85893 -5.62528  0.1111
H -0.53774 -2.03737 -6.27158  0.1134
H 0.13484 -4.56583 -7.30019  0.0853
O 1.84074 -2.86048 -2.80184  -0.0502
C 3.17776 -2.83800 -2.97662  -0.3109
C 3.60679 -1.59455 -3.69309  -0.2386
O 3.44532 -0.50864 -2.79773  -0.0655
H 1.61422 -2.16311 -2.16655  0.0619
H 3.75171 -2.95057 -2.05307  0.1241
H 3.42152 -3.64637 -3.67652  0.1294
H 2.95792 -1.41367 -4.55459  0.1179
H 4.65536 -1.65189 -4.00063  0.1259
H 4.20261 0.07054 -2.82137  0.0727
O -1.24504 4.46064 3.66583  -0.0759
C -2.03977 3.73280 2.69695  -0.2322
C -2.33876 2.41141 3.23944  -0.3019
O -3.04170 2.54457 4.43732  -0.0347
H -1.85297 4.67402 4.39034  0.0932
H -2.95916 4.33445 2.65389  0.1271
H -1.52331 3.61473 1.75893  0.1060
H -1.34937 1.95399 3.41668  0.1219
H -2.87447 1.82718 2.47677  0.1090
H -3.50699 1.71897 4.60973  0.0779
O 0.78773 -5.01006 2.51874  -0.0551
C 1.74738 -4.96858 1.49175  -0.2617
C 1.26214 -4.48593 0.13360  -0.2110
O 0.28181 -5.35383 -0.49186  -0.0554
H -0.01396 -5.41877 2.18683  0.0747
H 2.54688 -4.28869 1.83646  0.1191
H 2.29813 -5.92913 1.42263  0.1255
H 2.15072 -4.40949 -0.50039  0.1162
H 0.80810 -3.48777 0.22089  0.0885
H -0.55936 -5.30056 -0.04259  0.0665

Properties
Electronic energy ... -2650.26331 Ha
Structure (SMILES) ... COC[C@H](C)N.COC[C@H](C)N.OCCO.OCCO.OCCO.OCCO.OCCO.OCCO.OCCO.OCCO.OCCO
Relative energy (zero: lowest compared OMol25 entry of this formula, charge and spin) ... 69.1 kcal per mole